C4H5O3Rh as an isolated structure. Source: the Open Molecules 2025 dataset; level of theory: wB97M-V/def2-TZVPD.

```
13
Properties=species:S:1:pos:R:3:forces:R:3
O 0.1045 1.7091 -0.5159 0.45 -2.68 0.53
C 0.1148 0.3804 -0.2436 -0.07 3.53 -3.82
O 0.2563 -0.3433 -1.3124 0.27 2.62 0.53
Rh 0.1464 -2.1263 -0.5610 -0.08 -3.71 0.26
O 0.9627 -0.3065 0.9747 -1.36 -0.34 0.08
C -0.4984 -0.2286 0.9945 0.06 -0.47 1.86
H -0.8512 0.4616 1.7716 0.06 0.29 -0.52
C 0.0755 2.6496 0.5424 0.06 0.83 1.09
H -0.9466 2.7834 0.9256 0.23 -0.07 -0.22
H 0.7416 2.3481 1.3627 -0.13 0.05 -0.27
H 0.4319 3.5952 0.1213 -0.15 -0.32 0.06
C -1.2696 -1.4749 0.7475 0.12 0.88 0.50
H -2.2997 -1.4635 1.1274 0.55 -0.60 -0.09
```
Positions in Å, forces in eV/Å.

Computed properties:
ΔE to the lowest compared entry with this formula, charge and spin: 3.009 eV
max |F|: 5.2 eV/A
LUMO level (spin up / spin down): -4.7 / -8.6 eV
multiplicity: 6
orbital gap (spin up / spin down): 8.42 / 7.00 eV
total charge: +1
molecular weight: 204.0 g mol⁻¹